ORCA calculation (ωB97M-V/def2-TZVPD) on a cluster of 3 separate species, C13H27NO7P in total.

Output
Charge   +1
E   -39022.142 eV
Highest occupied orbital energy   -12.5 eV
Max |F|   1.52 eV/A
Gap between HOMO and LUMO   0.3398 Eh
Multiplicity   1

Atoms and positions in Å:
C: 1.577 1.893 -2.592
C: 0.807 2.815 -3.579
O: 0.121 3.912 -2.988
C: -0.853 3.530 -2.069
P: -2.140 2.344 -2.728
C: -1.862 0.601 -2.072
N: -2.174 -0.452 -3.053
C: -0.944 -1.267 -3.246
H: 2.650 2.094 -2.598
H: 1.248 1.956 -1.549
H: 1.426 0.855 -2.913
H: 0.166 2.217 -4.255
H: 1.554 3.264 -4.240
H: -0.431 3.154 -1.125
H: -1.396 4.447 -1.796
H: -2.176 2.281 -4.142
H: -3.411 2.789 -2.276
H: -2.588 0.511 -1.247
H: -0.850 0.540 -1.654
H: -2.430 -0.047 -3.943
H: -1.175 -2.196 -3.773
H: -0.502 -1.512 -2.269
H: -0.205 -0.673 -3.810
C: -2.156 -4.931 0.647
C: -0.865 -4.198 0.921
C: -0.968 -3.099 1.942
O: 0.117 -2.238 1.558
C: 0.298 -2.408 0.227
O: 0.992 -1.717 -0.451
O: -0.417 -3.459 -0.231
H: -2.051 -5.576 -0.226
H: -2.440 -5.544 1.502
H: -2.968 -4.234 0.432
H: -0.078 -4.911 1.183
H: -0.840 -3.453 2.963
H: -1.899 -2.530 1.872
C: 1.253 0.023 3.033
C: 1.561 1.138 4.006
C: 2.599 2.120 3.532
O: 3.115 2.622 4.768
C: 2.957 1.637 5.692
O: 3.436 1.647 6.772
O: 2.176 0.639 5.199
H: 0.646 -0.743 3.510
H: 0.717 0.404 2.163
H: 2.167 -0.465 2.691
H: 0.636 1.648 4.297
H: 2.181 2.926 2.931
H: 3.418 1.647 2.984